Entry 1:
{
  "formula": "C23H38BF2N8O7PRuS",
  "method": "ωB97M-V with the def2-TZVPD basis set",
  "e_above_lowest_kcal_mol": 13.63,
  "lumo_ev": [-3.06, -3.02],
  "max_force_ev_per_a": 0.4,
  "molar_mass_g_mol": 751.5,
  "homo_lumo_gap_ev": [7.17, 7.26],
  "spin_multiplicity": 2,
  "s_squared": 0.76,
  "charge": 1,
  "species": ["Ru", "C", "N", "C", "C", "N", "N", "C", "N", "N", "H", "H", "H", "H", "H", "H", "H", "H", "H", "H", "H", "F", "B", "F", "C", "C", "O", "P", "O", "C", "C", "O", "C", "C", "H", "H", "H", "H", "H", "H", "H", "H", "H", "H", "H", "H", "H", "H", "H", "O", "C", "O", "C", "C", "C", "C", "C", "C", "N", "O", "O", "H", "H", "H", "H", "C", "C", "C", "C", "N", "C", "S", "N", "C", "H", "H", "H", "H", "H", "H", "H", "H"],
  "coordinates": [[-0.3971, 0.0943, 0.4541], [3.9398, 2.7335, -1.4544], [3.2768, 1.4438, -1.2935], [3.9268, 0.2368, -1.7818], [2.0633, 1.3320, -0.7164], [1.3802, 0.2366, -0.6460], [1.5945, 2.5193, -0.1518], [0.3030, 2.8085, 0.2049], [0.1408, 3.9917, 0.8345], [-0.6940, 2.0443, -0.1494], [3.2572, 3.4758, -1.8656], [4.7633, 2.6138, -2.1511], [4.3571, 3.1021, -0.5129], [4.8774, 0.5063, -2.2301], [3.3159, -0.2571, -2.5378], [4.1191, -0.4633, -0.9650], [1.7861, -0.5226, -1.1761], [2.3032, 3.0900, 0.2792], [0.9344, 4.4098, 1.2928], [-0.7279, 4.1182, 1.3291], [-1.5772, 2.4534, 0.1396], [-2.5122, -1.1272, -1.3386], [-1.1139, -1.1373, -1.1357], [-0.7031, -2.4817, -0.9487], [-2.0557, -3.3334, -5.3537], [-1.9026, -2.7115, -3.9897], [-1.3674, -1.3656, -4.1660], [-0.4489, -0.7262, -3.0363], [1.0178, -1.2841, -3.2714], [1.5588, -1.5917, -4.5879], [1.9637, -3.0438, -4.6258], [-0.3498, 0.7804, -3.4976], [-1.5198, 1.6389, -3.3207], [-2.2572, 1.7961, -4.6270], [-2.4542, -4.3434, -5.2540], [-1.0951, -3.3948, -5.8660], [-2.7415, -2.7526, -5.9690], [-1.2275, -3.2893, -3.3552], [-2.8551, -2.6118, -3.4719], [2.4115, -0.9291, -4.7340], [0.8118, -1.3582, -5.3454], [2.7417, -3.2533, -3.8923], [2.3472, -3.2929, -5.6157], [1.1097, -3.6888, -4.4171], [-1.1224, 2.5836, -2.9575], [-2.1544, 1.2180, -2.5376], [-1.6026, 2.2129, -5.3918], [-3.0988, 2.4758, -4.4876], [-2.6410, 0.8392, -4.9772], [0.8658, 0.7973, 4.2690], [0.7373, 0.3047, 3.1663], [0.9542, 0.8688, 2.0269], [0.2492, -1.1406, 3.0617], [0.5021, -1.9054, 1.9251], [0.0751, -3.2297, 1.8309], [-0.6289, -3.7955, 2.8739], [-0.9043, -3.0037, 3.9818], [-0.4717, -1.7012, 4.1129], [-1.7322, -3.5894, 5.0578], [-1.8671, -2.9512, 6.0784], [-2.2303, -4.6809, 4.8504], [1.1713, -1.5063, 1.1617], [0.3024, -3.8083, 0.9469], [-0.9668, -4.8203, 2.8468], [-0.6783, -1.1152, 4.9970], [-3.3371, -4.5850, 1.1800], [-3.5128, -3.3516, 1.9986], [-4.1258, -3.3158, 3.2232], [-4.1773, -2.0969, 3.9125], [-3.6712, -0.9739, 3.3989], [-3.1109, -1.0153, 2.2032], [-2.4966, 0.3974, 1.4367], [-3.0245, -2.1901, 1.5200], [-4.7751, -2.0195, 5.2761], [-4.3011, -5.0648, 1.0149], [-2.7064, -5.2890, 1.7239], [-2.8791, -4.3668, 0.2163], [-4.5300, -4.2193, 3.6561], [-2.5774, -2.1535, 0.6067], [-5.7499, -2.5076, 5.2951], [-4.8689, -0.9830, 5.5857], [-4.1304, -2.5474, 5.9832]]
}

***

Entry 2:
{
  "formula": "C23H38Cl2N3O4Zn",
  "method": "ωB97M-V with the def2-TZVPD basis set",
  "e_above_lowest_kcal_mol": 0.00,
  "lumo_ev": 2.42,
  "max_force_ev_per_a": 2.3,
  "molar_mass_g_mol": 556.9,
  "homo_lumo_gap_ev": 5.77,
  "charge": -1,
  "species": ["O", "C", "C", "C", "H", "C", "H", "C", "H", "C", "H", "C", "H", "H", "C", "C", "H", "H", "H", "C", "C", "H", "H", "H", "H", "Zn", "Cl", "Cl", "H", "H", "C", "C", "N", "H", "C", "O", "H", "H", "H", "H", "H", "H", "C", "C", "N", "H", "C", "O", "H", "H", "H", "H", "O", "C", "C", "C", "C", "C", "C", "N", "H", "H", "H", "H", "H", "H", "H", "H", "H", "H", "H"],
  "coordinates": [[0.3395, -0.5163, -3.0498], [-0.7487, 0.1980, -3.1935], [-0.4775, 1.6108, -3.7247], [0.1773, 2.5927, -2.9902], [0.4236, 2.4108, -1.9377], [0.4881, 3.8148, -3.5972], [1.0644, 4.5564, -3.0400], [0.0731, 4.0658, -4.9050], [0.3362, 5.0037, -5.3864], [-0.6612, 3.1055, -5.6055], [-1.0224, 3.2978, -6.6162], [-0.9273, 1.8735, -5.0132], [-1.4816, 1.0851, -5.5274], [-1.3259, -0.3057, -4.0077], [-2.6454, -1.0966, -1.9461], [-1.9204, 0.2074, -2.0695], [-3.6733, -1.0669, -2.3575], [-2.7278, -1.3537, -0.8779], [-2.0902, -1.8945, -2.4598], [-2.4845, 1.3609, -1.6708], [-3.9194, 1.5535, -1.3177], [-1.8566, 2.2435, -1.5635], [-4.4666, 2.0227, -2.1574], [-4.0162, 2.1890, -0.4272], [-4.4156, 0.5941, -1.1042], [-1.0630, -0.0607, 0.7881], [0.0117, 1.8000, 0.2959], [-3.1220, -0.1367, 1.6556], [4.4641, 1.5214, -2.7207], [4.7840, 1.5249, 0.0285], [3.4095, 1.5627, -2.4007], [3.6882, 1.4053, 0.0607], [3.2037, 0.8209, -1.1713], [2.7804, 1.1222, -3.1810], [2.7928, -0.4691, -1.2000], [2.5578, -1.1642, -0.2048], [3.4086, 0.7596, 0.8976], [2.6811, -0.8541, -2.2286], [3.1303, 2.6131, -2.2486], [3.2384, 2.3987, 0.1859], [-0.5458, -5.3651, 0.7231], [1.4269, -5.3693, -1.0467], [-1.0416, -4.6861, 0.0176], [0.8372, -4.6384, -1.6135], [-0.0493, -3.9168, -0.7209], [-1.7116, -4.0038, 0.5498], [0.0156, -2.5973, -0.5514], [-0.7789, -2.0065, 0.2226], [1.5023, -3.9319, -2.1172], [0.7729, -2.0675, -1.1383], [-1.6117, -5.3158, -0.6748], [0.2524, -5.1996, -2.3535], [0.5013, -0.5702, 2.1204], [0.2870, -0.5715, 3.3514], [1.4313, -0.7408, 4.3469], [1.5994, 0.4503, 5.2867], [0.6284, 0.4603, 6.4719], [-0.8410, 0.6228, 6.1053], [-1.3732, -0.5142, 5.2295], [-0.9498, -0.3969, 3.8476], [1.2365, -1.6493, 4.9300], [2.3465, -0.9113, 3.7663], [2.6194, 0.4040, 5.6895], [1.5197, 1.3880, 4.7175], [0.7525, -0.4707, 7.0407], [0.9035, 1.2846, 7.1402], [-1.4448, 0.6469, 7.0210], [-1.0066, 1.5796, 5.5931], [-1.0837, -1.4908, 5.6493], [-2.4702, -0.4776, 5.2140], [-1.7320, -0.3411, 3.1717]]
}

***

Entry 3:
{
  "formula": "C23H38N2O22",
  "method": "ωB97M-V with the def2-TZVPD basis set",
  "lumo_ev": -0.82,
  "max_force_ev_per_a": 9.8,
  "molar_mass_g_mol": 694.5,
  "homo_lumo_gap_ev": 9.35,
  "charge": 0,
  "species": ["C", "N", "C", "C", "C", "C", "O", "H", "H", "H", "H", "H", "H", "H", "H", "H", "H", "H", "H", "H", "H", "N", "O", "O", "O", "C", "C", "O", "C", "O", "O", "H", "H", "H", "H", "C", "C", "O", "C", "O", "O", "H", "H", "H", "H", "C", "C", "O", "C", "O", "O", "H", "H", "H", "H", "C", "C", "O", "C", "O", "O", "H", "H", "H", "H", "C", "C", "O", "C", "O", "O", "H", "H", "H", "H", "C", "C", "O", "C", "O", "O", "H", "H", "H", "H"],
  "coordinates": [[21.5040, 4.6880, 7.5600], [22.3820, 4.7590, 6.3710], [23.7650, 4.7710, 6.9630], [22.0790, 3.5610, 5.3710], [22.2030, 6.0500, 5.6260], [20.6950, 6.3930, 5.3130], [20.5790, 7.6930, 4.7850], [20.3930, 4.5490, 7.4260], [21.6290, 5.4540, 8.2620], [21.6020, 3.8240, 8.2630], [24.5650, 4.9330, 6.1150], [24.2520, 3.7640, 7.3020], [24.1030, 5.3940, 7.8810], [22.5550, 2.5970, 6.1150], [22.8560, 3.3680, 4.4560], [21.0830, 3.4980, 5.0690], [22.8170, 6.0100, 4.7760], [22.4250, 6.7780, 6.2700], [20.0000, 6.4370, 6.0670], [20.2120, 5.9700, 4.5150], [20.1760, 8.3150, 5.5990], [21.7820, 9.0490, 8.2870], [22.8100, 8.3800, 8.4990], [21.6240, 10.1070, 8.8410], [20.9700, 8.6780, 7.4880], [22.8780, 10.0370, 5.1430], [23.6490, 11.0500, 5.8590], [24.6230, 11.5790, 5.0590], [24.3250, 11.1840, 3.8340], [24.9430, 11.6030, 2.8260], [23.2970, 10.3500, 3.8010], [21.8610, 10.1370, 5.2780], [22.9480, 9.1280, 5.2490], [24.2140, 10.6370, 6.7140], [23.1240, 11.9400, 6.1310], [18.4260, 11.5710, 9.0120], [19.1660, 11.8120, 7.6540], [18.4200, 12.8940, 7.1530], [17.2790, 13.0080, 7.7670], [16.3680, 13.8080, 7.5160], [17.2100, 12.1720, 8.7520], [18.9200, 12.0500, 9.9850], [18.1970, 10.4750, 9.2070], [18.9500, 10.7880, 7.1820], [20.0630, 12.0210, 7.9050], [26.1830, 8.3630, 6.8420], [27.6490, 8.1290, 7.1000], [28.0970, 7.5240, 5.8470], [27.0080, 7.1360, 5.1740], [27.1060, 6.5790, 4.1150], [25.9340, 7.4940, 5.7500], [26.2640, 9.4070, 6.4520], [25.5620, 8.2470, 7.8970], [27.8420, 7.4810, 7.9070], [28.1800, 9.1010, 7.0670], [24.7720, 8.5880, 11.3250], [24.2450, 10.0240, 11.1730], [25.2490, 10.7260, 10.3840], [26.2100, 9.8690, 10.1550], [27.1900, 10.1090, 9.4330], [25.9060, 8.6500, 10.5970], [24.1070, 7.9540, 10.7870], [24.8300, 8.1380, 12.4270], [24.0130, 10.5560, 12.0660], [23.2840, 10.0620, 10.5780], [24.7210, 14.3110, 9.7730], [24.1670, 13.1350, 8.8720], [23.0920, 13.7540, 8.1500], [22.9830, 15.0720, 8.5500], [21.9430, 15.7170, 8.3810], [23.8550, 15.4560, 9.4900], [25.6770, 14.6810, 9.2680], [24.6260, 13.9270, 10.8340], [23.4410, 12.3320, 9.3990], [24.8990, 12.5270, 8.2640], [20.2160, 7.2290, 10.3380], [20.3800, 8.2260, 11.5140], [19.8090, 7.5940, 12.5130], [19.7010, 6.2630, 12.3470], [19.3690, 5.5120, 13.1940], [19.7650, 6.0680, 11.0310], [21.1190, 7.0680, 9.7930], [19.5530, 7.6330, 9.7300], [19.8780, 9.1430, 11.2760], [21.4690, 8.7310, 11.6470]]
}